{"formula": "C17H31CuN7O3PSSe", "method": "ωB97M-V/def2-TZVPD", "gap_ev": [5.16, 4.88], "multiplicity": 2, "homo_energy_ha": [-0.1018, -0.0914], "s2": 0.767, "charge": -1, "e_lumo_ev": [2.39, 2.39], "symbols": ["Cu", "C", "C", "N", "O", "C", "C", "N", "O", "H", "H", "H", "H", "H", "H", "H", "N", "C", "N", "C", "C", "C", "C", "C", "C", "S", "H", "H", "H", "H", "H", "H", "C", "N", "C", "P", "O", "N", "C", "C", "N", "C", "C", "H", "H", "H", "H", "H", "H", "H", "H", "H", "H", "H", "H", "H", "H", "H", "H", "H", "H", "Se"], "positions_angstrom": [[-1.87466, -0.15439, -0.60327], [-4.14614, -3.06116, -2.94075], [-3.52530, -2.14287, -1.96790], [-2.33875, -1.54882, -2.11246], [-1.61139, -2.15560, -3.11813], [-4.15336, -1.81860, -0.72005], [-5.49828, -2.33633, -0.24120], [-3.44131, -0.99641, 0.00241], [-3.84073, -0.68505, 1.15029], [-5.06039, -3.48350, -2.54775], [-3.40583, -3.89557, -3.10659], [-4.32986, -2.52889, -3.87164], [-0.80918, -1.60075, -3.17596], [-5.53180, -3.39236, -0.62887], [-6.32790, -1.73992, -0.66790], [-5.51889, -2.34938, 0.85920], [-2.08471, -0.90800, 4.20777], [-0.68307, -1.05119, 4.13363], [0.11934, -0.57727, 3.16341], [1.42074, -0.88928, 3.40362], [2.50433, -0.54201, 2.61789], [3.76528, -0.98656, 2.89071], [3.99791, -1.59835, 4.14707], [2.95257, -1.83941, 5.04578], [1.65781, -1.51575, 4.66516], [0.11887, -1.93960, 5.44494], [-2.65936, -0.70760, 3.40478], [-2.59042, -1.61383, 4.77828], [2.21178, 0.04667, 1.78873], [4.56914, -0.79670, 2.08432], [5.02516, -1.79228, 4.55172], [3.08634, -2.17440, 6.04455], [3.04837, -0.57457, -1.44144], [2.41806, 0.69286, -1.89287], [3.24862, 1.56416, -2.72537], [0.95921, 1.21227, -1.25569], [0.13065, -0.06342, -0.99394], [1.24404, 1.96264, 0.22423], [0.20261, 2.12165, 1.16855], [2.53899, 2.55658, 0.64850], [0.29721, 2.30658, -2.35460], [0.00745, 3.69797, -2.14430], [-0.26893, 1.64052, -3.53742], [4.11945, -0.63773, -1.78118], [2.56547, -1.47066, -1.94016], [2.95045, -0.69580, -0.36359], [4.18712, 1.79637, -2.20157], [2.71068, 2.53636, -2.88179], [3.42645, 1.11578, -3.72702], [-0.80361, 2.19175, 0.66603], [0.29100, 3.03233, 1.83181], [0.17060, 1.24862, 1.84341], [3.42891, 2.15914, 0.16995], [2.65578, 2.27597, 1.74023], [2.44682, 3.65637, 0.50167], [0.76339, 4.15148, -1.51313], [-0.99804, 3.87244, -1.60351], [0.00347, 4.10151, -3.16660], [0.36246, 0.73714, -3.68995], [-0.29990, 2.25845, -4.42765], [-1.26487, 1.23951, -3.32045], [-2.53987, 2.08889, -0.51391]]}

=====

{"formula": "C17H31F5HfP2", "method": "ωB97M-V/def2-TZVPD", "gap_ev": [4.63, 4.60], "multiplicity": 1, "homo_energy_ha": [-0.4282, -0.4275], "charge": 2, "e_lumo_ev": [-7.02, -7.03], "symbols": ["P", "P", "C", "C", "H", "H", "H", "H", "C", "H", "H", "H", "C", "H", "H", "H", "C", "H", "H", "H", "C", "H", "H", "H", "Hf", "C", "C", "C", "C", "C", "C", "C", "C", "C", "H", "H", "H", "H", "H", "H", "H", "H", "H", "H", "H", "H", "H", "H", "H", "F", "C", "F", "C", "F", "F", "F"], "positions_angstrom": [[-1.24889, 1.79233, -5.01088], [-2.57399, -2.08509, -4.56841], [-1.81556, 0.40144, -6.07284], [-2.93588, -0.57044, -5.54891], [-0.93982, -0.15660, -6.44664], [-2.23116, 0.90468, -6.97064], [-3.73374, -0.01251, -5.03667], [-3.40961, -1.00470, -6.44934], [-1.59678, -3.13277, -5.69050], [-1.11493, -3.94289, -5.13328], [-0.80212, -2.58483, -6.21538], [-2.30498, -3.58093, -6.40320], [-4.10171, -2.99611, -4.42760], [-4.23596, -3.45527, -5.41422], [-4.92533, -2.31030, -4.17714], [-4.02794, -3.77754, -3.66784], [-0.28445, 2.79663, -6.14743], [0.19289, 3.60843, -5.58481], [-0.95891, 3.21205, -6.90927], [0.48869, 2.18633, -6.64078], [-2.73790, 2.72198, -4.62415], [-3.58686, 2.09860, -4.31434], [-3.03082, 3.24190, -5.54726], [-2.55311, 3.45999, -3.83750], [-1.03324, 0.42275, -0.23627], [-1.75061, -2.19200, -2.96766], [-0.31098, -2.10332, -3.30528], [0.16960, -1.06011, -4.18575], [0.79148, 0.26534, -3.70912], [-0.18045, 1.46864, -3.60712], [-1.03614, 1.34900, -2.27433], [-2.22067, 0.40798, -2.52253], [-2.25557, -0.99825, -1.87791], [-1.88540, 1.53449, 1.38477], [-2.12022, -3.09418, -2.43993], [0.36092, -2.55899, -2.59498], [-0.74125, -0.71308, -4.64777], [0.78516, -1.40604, -5.04546], [1.32523, 0.10216, -2.77194], [1.56786, 0.54465, -4.44652], [0.38956, 2.40045, -3.47986], [-1.42073, 2.33114, -1.93913], [-2.24695, 0.19819, -3.58909], [-3.18763, 0.91283, -2.39399], [-1.75151, -1.26588, -0.81610], [-3.32070, -1.21227, -1.71779], [-2.46103, 0.90828, 2.09624], [-2.57571, 2.26179, 0.92149], [-1.13129, 2.10153, 1.96220], [2.08926, 0.53343, -0.06389], [1.10046, -0.44854, -0.12961], [1.59969, -1.43419, -1.01043], [1.02777, -1.14713, 1.21820], [0.88803, -0.22336, 2.21829], [-0.05640, -2.00544, 1.28886], [2.12706, -1.87245, 1.46968]]}

=====

The records above give, respectively, relative energy (zero: lowest compared OMol25 entry of this formula, charge and spin) values of 37.8; 3.6 kcal/mol.
The records above give, respectively, DFT total energy values of -6056.78971; -1895.57926 hartree.